The molecule C20H21F2N3O2, computed with the ωB97M-V functional and the def2-TZVPD basis.

XYZ file:
```
48
Properties=species:S:1:pos:R:3:forces:R:3:lowdin_charge:R:1
C 2.74195 -4.04600 -1.76543 0.3 1.8 0.8 -0.09
C 1.67224 -3.23850 -2.47517 -0.6 0.3 -0.2 -0.24
N 1.20130 -2.11950 -1.66195 -0.6 0.4 0.4 0.06
C 0.41063 -1.11309 -2.16837 1.8 -0.3 -0.2 -0.49
O 0.42074 -0.87952 -3.36458 -1.0 0.4 -0.1 0.07
N -0.21012 -0.29031 -1.22898 -0.4 0.3 0.4 -0.01
N 0.07465 -0.40352 0.10001 -0.4 0.1 1.6 0.17
C -0.66382 0.39535 0.81800 0.8 -1.1 -0.5 -0.20
C -0.54705 0.50400 2.29853 -1.3 0.8 0.0 -0.06
C 0.53390 -0.09395 2.93964 0.3 0.3 0.9 0.04
C 0.78042 0.08635 4.30070 -1.0 0.0 -0.2 -0.24
F 1.87062 -0.51723 4.85615 -0.8 0.6 -0.3 0.05
C -0.13603 0.80921 5.06989 -0.2 -0.2 -0.7 0.01
C -1.27941 1.36274 4.46739 0.4 0.0 -0.8 0.00
C -1.50834 1.25152 3.09700 2.5 -1.5 0.4 -0.21
F -2.60098 1.82712 2.59844 -0.1 0.0 -0.4 0.08
C -1.59305 1.20190 -0.00827 -0.4 0.2 -0.5 -0.03
C -1.23810 0.73807 -1.47435 -0.7 1.2 -0.6 -0.31
C -0.66550 1.93576 -2.29691 0.2 -0.7 0.0 -0.10
C 0.66058 2.49344 -1.74308 0.1 -1.1 -0.6 -0.23
O 1.73396 2.14839 -2.62017 0.2 0.6 0.3 -0.06
C -2.49242 0.14913 -2.12659 -1.1 0.2 -0.7 -0.13
C -2.95189 -1.12175 -1.73880 0.6 0.8 -0.6 -0.04
C -4.07863 -1.65829 -2.30841 -1.4 0.3 -0.9 -0.08
C -4.86910 -0.92794 -3.21201 0.8 0.8 -0.3 -0.08
C -4.47991 0.36740 -3.61032 0.4 -1.2 0.9 -0.07
C -3.29257 0.87749 -3.05578 -0.1 -0.1 0.3 -0.02
H 2.97978 -4.90842 -2.33098 0.3 -0.9 -0.6 0.05
H 2.41426 -4.35036 -0.76395 0.1 0.0 -0.2 0.07
H 3.65284 -3.40514 -1.67003 -0.6 -0.6 0.1 0.09
H 2.05388 -2.81420 -3.40516 -0.1 -0.1 0.0 0.12
H 0.81140 -3.87685 -2.71641 0.2 0.0 -0.1 0.12
H 1.07667 -2.26763 -0.68374 0.1 -0.3 0.6 0.10
H 1.24039 -0.68823 2.39266 0.1 -0.1 -0.4 0.12
H -0.04207 0.91662 6.12819 0.4 0.0 0.5 0.11
H -1.99739 1.95466 5.01922 0.1 -0.1 0.3 0.12
H -1.40683 2.27906 0.15962 -0.2 -0.4 -0.2 0.14
H -2.65064 0.98935 0.24817 0.6 0.2 -0.2 0.14
H -1.37100 2.75712 -2.31006 -0.5 0.0 0.1 0.10
H -0.52571 1.59865 -3.35007 0.0 0.3 0.7 0.13
H 0.89023 2.14464 -0.72651 -0.2 -0.1 -0.1 0.11
H 0.60700 3.56820 -1.69267 0.2 0.4 -0.2 0.11
H 1.69914 1.20840 -2.81541 -0.2 -0.2 0.0 0.06
H -2.37749 -1.69613 -1.04201 0.3 -0.3 0.3 0.11
H -4.43037 -2.65837 -2.11460 0.2 -0.2 0.4 0.10
H -5.75057 -1.35631 -3.66756 0.0 -0.2 0.1 0.09
H -5.08068 0.92073 -4.34560 0.4 -0.1 0.5 0.11
H -3.05803 1.89396 -3.34792 0.4 -0.1 0.1 0.10
```
Forces are in eV/Å.

As for the multiplicity: 1. For the relative energy (zero: lowest compared OMol25 entry of this formula, charge and spin), the calculation gives 44.66 kcal per mole. For the HOMO-LUMO gap, the calculation gives 8.39 eV. The energy is -1289.191597 a.u. The HOMO energy is -8.471 eV.

A 2-piece molecular cluster, C20H21F3NO overall, computed with the ωB97M-V functional and the def2-TZVPD basis.

XYZ file:
```
46
Properties=species:S:1:pos:R:3:forces:R:3:lowdin_charge:R:1
C 2.22309 -0.83221 0.93866 0.6 0.1 -1.0 -0.10
C 0.97784 0.01491 0.88864 -0.7 -0.3 0.7 -0.21
C 1.13974 1.40229 0.87345 -0.1 0.4 0.8 -0.12
N 0.71235 2.21950 1.85218 0.6 -1.1 -1.2 -0.05
C 1.08333 3.62523 1.67949 -0.2 0.2 -0.6 -0.11
C 0.64350 4.50521 2.81958 -0.5 0.1 0.9 -0.18
O -0.38176 3.92025 3.60926 0.1 -0.4 -0.1 -0.12
C 0.00338 2.66998 4.18173 -0.1 0.7 -0.1 -0.16
C 0.25788 1.61778 3.11191 -1.0 -0.3 0.2 -0.10
H 2.09622 -1.74822 1.52782 -0.1 0.3 -0.1 0.09
H 2.50478 -1.11911 -0.09397 0.4 -0.2 0.3 0.07
H 3.10387 -0.29725 1.35091 -0.6 -0.2 -0.2 0.10
H -0.00313 -0.42006 1.10689 0.6 0.4 1.3 0.11
H 1.68684 1.92351 0.06530 0.4 -0.3 0.7 0.15
H 2.17158 3.71542 1.57027 -0.2 -0.2 -0.1 0.14
H 0.61165 3.96413 0.75094 0.1 0.0 0.1 0.13
H 1.51197 4.72852 3.44703 -0.1 0.2 0.1 0.13
H 0.20693 5.42673 2.42832 0.3 0.0 0.2 0.14
H 0.91385 2.77838 4.78557 -0.2 0.2 0.1 0.13
H -0.84061 2.37140 4.81941 0.5 0.0 -0.1 0.14
H -0.68646 1.06757 2.93320 0.5 0.3 -0.1 0.13
H 0.98989 0.88335 3.50093 -0.2 0.3 -0.5 0.14
F -2.19164 -5.40581 -2.62999 1.1 0.8 1.1 0.06
C -1.19691 -4.76799 -1.91763 -0.5 -0.4 -0.8 -0.20
C -0.02916 -5.48944 -1.64823 -0.3 0.5 0.4 0.12
C 0.94894 -4.80855 -0.91939 0.7 -0.7 0.4 -0.20
F 2.04161 -5.52572 -0.47145 -1.3 1.0 -0.7 0.06
C 0.87902 -3.45746 -0.63958 -0.1 0.2 -0.4 0.08
C -0.24093 -2.68650 -1.08614 -0.2 -1.7 0.7 -0.15
C -0.13915 -1.26403 -1.11923 2.1 0.1 -1.5 0.07
C -0.94786 -0.39924 -1.90789 -1.2 1.4 -0.9 -0.16
C -0.91242 1.00520 -1.65551 0.4 -0.3 0.3 -0.01
C -1.60966 1.92238 -2.41614 -0.3 -0.1 -0.6 -0.04
C -2.43794 1.49029 -3.46517 0.3 -0.2 0.5 0.04
C -2.47239 0.12470 -3.73405 -0.4 -0.2 -0.7 -0.22
F -3.27945 -0.30852 -4.76007 1.0 0.4 1.1 0.06
C -1.71867 -0.81168 -3.03998 -0.2 0.2 0.6 0.07
C -1.36207 -3.42939 -1.58105 0.3 0.3 -0.1 0.06
H 0.07609 -6.53596 -1.92666 0.0 0.3 0.1 0.15
H 1.69792 -2.98100 -0.10911 -0.1 -0.2 -0.3 0.10
H 0.87078 -0.83769 -0.93934 -1.2 -0.7 -0.1 0.09
H -0.31592 1.35360 -0.80930 -0.4 -0.2 -0.4 0.08
H -1.50871 2.99018 -2.21923 -0.1 -0.3 0.1 0.12
H -3.04256 2.18769 -4.04190 0.2 -0.2 0.1 0.13
H -1.71621 -1.84287 -3.36455 0.0 0.2 -0.1 0.12
H -2.31941 -2.93950 -1.74592 0.2 -0.2 -0.1 0.13
```
Forces are in eV/Å.

As for the multiplicity: 1. For the HOMO-LUMO gap, the calculation gives 4.71 eV. The energy is -1203.882495 a.u. As for the net charge: +1. The HOMO energy is -10.464 eV.

C20H21F6MnN3O3S as an isolated structure, computed with the ωB97M-V functional and the def2-TZVPD basis.

XYZ file:
```
55
Properties=species:S:1:pos:R:3:forces:R:3:lowdin_spin:R:1
Mn -0.30691 -0.74175 0.13276 -0.2 0.1 0.0 4.67
O -2.33581 -4.38636 0.70806 0.0 0.0 0.0 0.02
C -1.66670 -3.42507 0.32150 0.0 0.0 -0.1 0.01
N -1.23870 -2.38409 1.02221 0.0 0.0 0.1 0.04
C -1.63926 -2.36297 2.40276 0.0 0.0 0.0 0.01
C -1.35809 -1.01823 3.02406 0.0 0.0 0.0 0.01
C -1.34484 -0.86484 4.41038 0.0 0.0 -0.1 0.00
C -1.10780 0.38069 4.95031 0.0 0.0 0.0 0.00
C -0.86943 1.45238 4.09701 0.0 0.0 0.0 0.00
C -0.87259 1.21193 2.73978 0.0 0.0 0.0 0.01
N -1.12739 0.01324 2.20706 0.2 -0.2 0.1 0.04
C -1.26382 -3.35797 -1.14265 0.0 -0.1 0.0 0.01
C -1.64268 -4.36772 -2.01672 0.0 0.1 0.1 0.00
C -1.27278 -4.26703 -3.34450 0.0 0.0 0.0 0.00
C -0.53520 -3.16671 -3.75956 0.0 0.0 0.0 0.00
C -0.20001 -2.20749 -2.82183 0.0 0.0 0.0 0.01
N -0.55670 -2.29887 -1.54215 0.0 0.0 0.0 0.04
H -1.13231 -3.13389 2.99679 0.0 0.0 0.0 0.00
H -2.71182 -2.57890 2.50777 0.0 0.0 0.0 0.00
H -1.51061 -1.72802 5.04140 0.0 0.0 0.0 0.00
H -1.09339 0.51818 6.02380 0.0 0.0 0.0 0.00
H -0.66301 2.44328 4.47550 0.0 0.0 0.0 0.00
H -0.64410 2.00131 2.03681 0.0 0.0 0.0 0.00
H -2.21683 -5.19194 -1.62019 0.0 0.0 0.0 0.00
H -1.55348 -5.03500 -4.05326 0.0 0.0 0.0 0.00
H -0.21884 -3.05295 -4.78640 0.0 0.0 0.0 0.00
H 0.38167 -1.33423 -3.09465 0.0 0.0 0.0 0.00
C 3.33524 1.61527 0.73229 0.0 0.0 0.0 0.00
C 2.53083 0.32519 0.53372 0.0 0.3 0.0 0.01
O 1.21050 0.58820 0.31471 0.1 -0.1 -0.1 0.06
C 3.09739 -0.42308 -0.69166 0.0 -0.1 0.0 0.00
F 3.02214 0.36084 -1.78454 0.0 0.0 0.0 0.00
F 4.38251 -0.79111 -0.55943 -0.1 0.0 0.0 0.00
F 2.38538 -1.53364 -0.96614 0.1 0.0 0.0 0.01
C 2.68023 -0.54286 1.80502 -0.1 -0.1 0.0 0.00
F 1.96726 -1.68417 1.70866 0.0 0.0 0.0 0.01
F 2.20624 0.11924 2.87228 0.0 0.0 0.0 0.00
F 3.94615 -0.88666 2.08859 0.0 0.0 0.0 0.00
H 3.22667 2.22884 -0.16004 0.0 0.0 0.0 0.00
H 4.39491 1.43516 0.90877 0.0 0.0 0.0 0.00
H 2.91549 2.15161 1.58112 0.0 0.0 0.0 0.00
O -1.17299 0.68381 -1.27436 -0.1 0.0 0.1 0.05
S -0.28083 1.70476 -1.94637 0.1 -0.1 -0.1 0.01
C -1.34178 2.59270 -3.09940 0.0 0.1 -0.1 0.00
C -0.75127 3.99336 -3.12257 0.1 0.0 0.0 0.00
C -0.61046 4.39970 -1.65080 0.0 0.0 0.0 0.00
C -0.16235 3.15945 -0.86105 -0.1 0.0 0.0 0.00
H -2.34718 2.57481 -2.67550 0.0 0.0 0.0 0.00
H -1.33836 2.07867 -4.05819 0.0 0.0 0.0 0.00
H -1.37333 4.68376 -3.69072 0.0 0.0 0.0 0.00
H 0.22998 3.97539 -3.60439 0.0 0.0 0.0 0.00
H -1.57613 4.73885 -1.27467 0.0 0.0 0.0 0.00
H 0.09260 5.22162 -1.52633 0.0 0.0 0.0 0.00
H -0.82200 2.91705 -0.03002 0.0 0.0 0.1 0.00
H 0.85458 3.19627 -0.48503 0.1 0.0 0.0 0.00
```
Forces are in eV/Å.

As for the multiplicity: 6. For the relative energy (zero: lowest compared OMol25 entry of this formula, charge and spin), the calculation gives 0.00 kcal per mole. For the HOMO-LUMO gap (spin up / spin down), the calculation gives 7.96 / 8.48 eV. The energy is -3313.237310 a.u. As for the expectation value of S²: 8.754. The HOMO energy (spin up / spin down) is -7.759 / -8.280 eV.

The molecule C20H21FN2O3, computed with the ωB97M-V functional and the def2-TZVPD basis.

XYZ file:
```
47
Properties=species:S:1:pos:R:3:forces:R:3:lowdin_charge:R:1
C -6.48801 -0.98265 -0.37140 0.3 -0.1 0.2 -0.06
C -5.70275 -1.39505 0.87024 -0.4 0.1 0.0 -0.25
O -4.41509 -1.88906 0.56144 0.2 -0.1 -0.1 -0.05
C -3.42620 -1.02920 0.19882 0.2 0.1 -0.1 -0.27
C -2.23366 -1.62516 -0.21909 -0.3 0.1 0.1 0.01
C -1.14750 -0.86398 -0.58587 0.0 0.0 0.0 0.00
C -1.22426 0.52866 -0.55486 -0.3 -0.1 0.0 -0.20
N -0.11356 1.31832 -0.90231 -0.1 0.2 0.3 -0.01
C 0.06365 2.65873 -0.36754 -0.1 0.3 0.0 -0.10
C 1.55661 2.93588 -0.56391 0.2 0.1 0.0 -0.18
C 2.44696 2.43232 0.57586 -0.6 0.2 -0.2 -0.47
O 3.44093 3.03176 0.92351 0.4 0.2 0.0 0.07
N 2.04212 1.27145 1.13518 -0.2 -0.3 0.3 0.10
C 2.90862 0.47414 1.98459 0.1 0.0 0.0 -0.12
C 3.40375 -0.70810 1.19185 0.0 0.1 0.2 -0.22
C 2.57736 -1.81021 1.00318 0.2 0.1 0.0 -0.04
C 2.97915 -2.86677 0.20737 0.1 -0.1 -0.2 0.00
C 4.21935 -2.80260 -0.40142 0.0 0.1 0.1 -0.27
F 4.62388 -3.83199 -1.17205 0.0 0.1 0.0 0.06
C 5.05830 -1.71535 -0.23887 0.0 -0.2 -0.1 0.00
C 4.63873 -0.66570 0.55823 -0.1 -0.1 0.1 -0.02
C 1.87309 2.11760 -1.82045 0.1 0.0 0.0 -0.02
C 0.88156 0.96545 -1.77125 0.4 0.1 -0.3 -0.44
O 0.96424 -0.07117 -2.38434 0.0 -0.2 -0.1 0.09
C -2.40727 1.12524 -0.13745 0.3 0.0 -0.1 -0.01
C -3.49791 0.35878 0.23593 -0.3 -0.2 0.1 -0.02
H -5.99135 -0.16854 -0.89369 0.0 0.1 -0.1 0.07
H -6.56885 -1.82650 -1.05178 0.0 -0.1 -0.1 0.08
H -7.48592 -0.66259 -0.08460 -0.1 0.1 0.0 0.08
H -5.63953 -0.56633 1.58667 0.0 -0.1 0.0 0.11
H -6.20168 -2.23474 1.36203 0.1 0.2 0.0 0.12
H -2.18311 -2.70188 -0.24295 0.0 -0.1 0.0 0.12
H -0.24114 -1.34411 -0.91582 0.1 0.0 0.0 0.10
H -0.23913 2.69727 0.68179 0.0 0.0 -0.1 0.14
H -0.53418 3.38367 -0.93427 0.0 0.0 0.1 0.13
H 1.76769 3.99779 -0.69559 0.0 -0.1 0.1 0.15
H 1.27368 0.76607 0.72142 0.0 0.2 -0.1 0.12
H 2.34348 0.14805 2.86303 0.1 0.0 0.0 0.13
H 3.73238 1.11856 2.29623 -0.1 -0.1 0.0 0.12
H 1.61054 -1.84534 1.48531 -0.1 0.0 0.1 0.12
H 2.34840 -3.72747 0.05232 0.0 -0.1 0.0 0.12
H 6.01620 -1.69805 -0.73394 0.1 0.0 -0.1 0.12
H 5.27417 0.19735 0.68879 0.1 0.1 0.0 0.12
H 2.89639 1.74563 -1.85583 0.0 0.0 0.0 0.13
H 1.69098 2.69316 -2.73048 0.0 0.0 0.0 0.13
H -2.49656 2.20006 -0.10813 0.0 0.1 0.0 0.11
H -4.39457 0.86659 0.55408 -0.1 0.0 0.0 0.11
```
Forces are in eV/Å.

As for the multiplicity: 1. For the relative energy (zero: lowest compared OMol25 entry of this formula, charge and spin), the calculation gives 0.00 kcal per mole. For the HOMO-LUMO gap, the calculation gives 8.84 eV. The energy is -1209.864370 a.u. The HOMO energy is -8.231 eV.

no.,largest force on an atom (eV/A)
1,2.967
2,2.540
3,0.327
4,0.665